[1]
The following is a quantum chemistry calculation of a single C26H31N7O molecule in a non-equilibrium geometry, from the OMol25 dataset.

frontier orbital gap = 7.494 eV
energy above the lowest of the compared OMol25 structures with the same formula, charge and spin = 0.0 kJ/mol
molecular weight = 457.58 Da
SMILES = CCC(C)(C)n1nnnc1[C@@H](c1ccc2ncccc2c1)N1CCN(c2ccc(O)cc2)CC1
net charge = 0

XYZ file:
```
65
C26H31N7O, DFT the ωB97M-V functional and the def2-TZVPD basis
C 0.8970 -2.4886 2.8140
H 1.0182 -3.3421 2.1522
H -0.0736 -2.5688 3.2967
H 1.6732 -2.5411 3.5714
C 0.9984 -1.2062 1.9944
H 0.2866 -1.2838 1.1722
H 2.0035 -1.1442 1.5701
C 0.7135 0.0847 2.7817
N 1.1979 1.2425 2.0260
C 1.1430 1.6332 0.7203
N 1.6777 2.8319 0.6395
N 2.0494 3.1690 1.8626
N 1.7749 2.2542 2.6887
C 0.5556 0.9354 -0.4678
N 1.0751 1.6048 -1.6575
C 2.4772 1.3178 -1.9215
C 2.6353 0.2295 -3.0096
N 1.5025 -0.6672 -3.0255
C 1.4516 -1.7925 -2.2254
C 2.4367 -2.0900 -1.2745
C 2.3652 -3.2279 -0.4971
C 1.2975 -4.1061 -0.6261
C 0.3235 -3.8397 -1.5781
C 0.4052 -2.7119 -2.3707
H -0.3493 -2.5577 -3.1264
H -0.5029 -4.5262 -1.7110
O 1.2435 -5.2004 0.1952
H 0.4844 -5.7439 -0.0451
H 3.1317 -3.4439 0.2303
H 3.2746 -1.4274 -1.1261
C 0.2856 0.0199 -3.4135
C 0.3036 1.4708 -2.8715
H -0.7176 1.8121 -2.6984
H 0.7618 2.1446 -3.5998
H 0.1943 0.0309 -4.5080
H -0.5782 -0.5022 -3.0026
H 2.6765 0.6996 -3.9980
H 3.5579 -0.3345 -2.8772
H 2.9553 1.0112 -0.9908
H 2.9572 2.2457 -2.2481
C -0.9489 1.0480 -0.3810
C -1.5340 2.2739 -0.1848
C -2.9325 2.3938 -0.0945
C -3.5910 3.6252 0.1107
C -4.9561 3.6445 0.1888
C -5.6563 2.4294 0.0612
N -5.0849 1.2748 -0.1288
C -3.7400 1.2283 -0.2102
C -3.1148 -0.0184 -0.4180
C -1.7531 -0.1031 -0.5000
H -1.2796 -1.0635 -0.6577
H -3.7412 -0.8919 -0.5067
H -6.7376 2.4156 0.1194
H -5.4986 4.5640 0.3452
H -3.0043 4.5284 0.2031
H -0.9157 3.1568 -0.1077
H 0.8388 -0.1287 -0.4424
C -0.7868 0.2803 3.0218
H -1.1745 -0.5341 3.6264
H -1.3352 0.3068 2.0830
H -0.9593 1.2149 3.5516
C 1.4508 0.0873 4.1226
H 1.3274 1.0481 4.6131
H 1.0495 -0.6884 4.7663
H 2.5140 -0.0833 3.9734
```

***

[2]
The following is a quantum chemistry calculation of a molecular structure, C38H53BrCeNP3 in a non-equilibrium geometry, from the OMol25 dataset.

frontier orbital gap (spin up / spin down) = 4.892 / 4.917 eV
molecular weight = 836.79 Da
net charge = +4

XYZ file:
```
97
C38H53BrCeNP3, DFT the ωB97M-V functional and the def2-TZVPD basis
N -4.9815 4.4432 -2.7018
C -4.3615 4.9382 -1.6338
C -2.9970 4.7257 -1.3999
C -2.2860 3.8687 -2.2613
C -2.9521 3.3776 -3.3920
C -4.3050 3.6990 -3.5735
C -0.8585 3.5237 -1.9837
Ce 0.5527 2.6709 -0.2970
P 3.2635 1.3770 -0.7763
C -0.1828 2.3934 -2.5687
C -0.6659 1.0191 -2.5896
C -0.0989 0.0638 -3.4874
C -0.3151 -1.2731 -3.3403
C -0.9007 -1.7737 -2.0898
C -1.8498 -0.8221 -1.5209
C -1.7081 0.5294 -1.7523
Br 0.7528 -2.3042 -0.7708
H -0.2435 4.4425 -1.7659
H 0.6856 2.5920 -3.2195
H -2.5197 5.2326 -0.5648
H -2.4334 2.7929 -4.1478
H -4.9474 5.5531 -0.9405
H -4.8276 3.3449 -4.4621
H 0.5192 0.4481 -4.3139
H -2.4217 1.2297 -1.3005
H 0.0112 -1.9967 -4.0936
H -2.6416 -1.2193 -0.8676
P -1.7276 -3.4902 -2.1634
C 3.0046 3.1735 -1.0452
C 4.2972 3.9763 -1.4278
H 2.6708 3.6364 -0.0827
H 2.2394 3.3371 -1.8411
H 4.1329 5.0416 -1.2201
H 5.1512 3.6329 -0.8306
H 4.5440 3.8716 -2.4896
C 2.9211 0.2415 -2.1757
C 3.9548 -0.8842 -2.3953
H 2.8298 0.8597 -3.0842
H 1.9372 -0.2152 -1.9700
H 3.7985 -1.3273 -3.3873
H 4.9855 -0.5033 -2.3545
H 3.8340 -1.7066 -1.6751
C 2.8807 0.3578 0.7042
C 4.1001 -0.4562 1.1997
H 2.0615 -0.3399 0.4236
H 2.5127 1.0150 1.5128
H 3.7694 -1.2984 1.8242
H 4.6959 -0.8546 0.3686
H 4.7507 0.1783 1.8121
C -1.9481 -3.9659 -0.4194
C -1.1443 -5.1860 0.0266
H -3.0211 -4.1311 -0.2477
H -1.6522 -3.1002 0.1924
H -1.5129 -6.1110 -0.4326
H -0.0688 -5.0803 -0.1708
H -1.2782 -5.2832 1.1120
C -0.4720 -4.4820 -3.0149
C -0.6308 -4.5435 -4.5296
H -0.5451 -5.4832 -2.5628
H 0.5045 -4.0676 -2.7338
H -1.3677 -5.3028 -4.8185
H -0.9355 -3.5862 -4.9592
H 0.3385 -4.8074 -4.9693
C -3.2916 -3.6790 -3.0713
C -4.5880 -3.3700 -2.3247
H -3.2982 -4.7272 -3.4039
H -3.2260 -3.0788 -3.9940
H -4.7073 -2.2918 -2.1761
H -5.4404 -3.7349 -2.9052
H -4.6132 -3.8594 -1.3522
C -3.1357 1.1466 1.7604
P -1.3347 0.9338 1.5870
C -0.5978 2.5556 2.0342
C 0.7867 2.6317 2.4012
C 1.5480 3.7655 2.0489
C 0.9643 4.8073 1.2929
C -0.4257 4.8009 1.0503
C -1.2075 3.6988 1.4343
C -0.9157 -0.1783 2.9584
C -1.1261 -1.5597 2.7553
C -0.7378 -2.4768 3.7326
C -0.1380 -2.0216 4.9183
C 0.0192 -0.6505 5.1474
C -0.4010 0.2739 4.1883
H -3.5381 1.7886 0.9657
H -3.3714 1.5789 2.7444
H -3.6175 0.1603 1.6890
H 1.2630 1.7847 2.8959
H 2.6039 3.8194 2.3039
H 1.5833 5.6179 0.9098
H -0.8748 5.6338 0.5095
H -2.2698 3.6640 1.1747
H -1.5823 -1.8962 1.8216
H -0.8998 -3.5428 3.5669
H 0.1972 -2.7413 5.6678
H 0.4701 -0.2900 6.0729
H -0.3155 1.3427 4.3879
```

***

[3]
The following is a quantum chemistry calculation of 10 unconnected molecules or ions with the total composition C21H44O40S10 in a non-equilibrium geometry, from the OMol25 dataset.

frontier orbital gap = 9.696 eV
energy above the lowest of the compared OMol25 structures with the same formula, charge and spin = 41.4 kJ/mol
molecular weight = 1257.21 Da
net charge = 0

XYZ file:
```
115
C21H44O40S10, DFT the ωB97M-V functional and the def2-TZVPD basis
C 6.3172 -2.4701 -1.1257
C 5.6633 -1.9474 -2.4324
C 4.8629 -0.6578 -2.1624
O 5.8081 0.3377 -1.6999
S 5.2436 1.2006 -0.4271
O 4.7449 0.3512 0.6212
O 6.6779 1.8087 0.2240
O 7.3097 2.5769 -0.7580
H 6.6853 -3.4898 -1.3246
H 5.6077 -2.5435 -0.2908
H 7.1902 -1.8740 -0.8357
H 6.4978 -1.6374 -3.0807
H 5.0526 -2.7246 -2.9058
H 4.0177 -0.8257 -1.4814
H 4.4365 -0.2998 -3.1149
H 8.0950 2.0719 -1.0275
C 0.5357 2.2249 0.0486
C 1.8717 2.9307 0.0257
O 2.2972 2.8640 -1.3403
S 1.0072 2.9112 -2.2984
O 0.8226 4.2418 -2.7522
O 1.0718 1.8084 -3.1907
O -0.1047 2.6046 -1.1783
H 0.6620 1.1401 0.0462
H -0.0724 2.5137 0.8998
H 2.6016 2.4568 0.6784
H 1.7706 3.9844 0.2968
C 2.6087 -4.0580 -6.4084
C 2.0301 -4.6552 -5.1464
O 3.0225 -5.6028 -4.7110
S 4.4777 -5.0704 -5.1116
O 5.0535 -4.4290 -3.9795
O 5.1547 -6.0953 -5.8245
O 4.0145 -3.9371 -6.1491
H 2.4758 -4.7260 -7.2628
H 2.1812 -3.0855 -6.6398
H 1.0710 -5.1453 -5.3171
H 1.9171 -3.8992 -4.3652
C -2.2724 -7.0125 -8.1434
C -1.9702 -5.6133 -8.6363
O -2.3027 -4.7620 -7.5329
S -2.0079 -5.5360 -6.1564
O -0.7285 -5.1331 -5.6750
O -3.1671 -5.4774 -5.3497
O -1.8661 -7.0128 -6.7692
H -3.3422 -7.2268 -8.1834
H -1.7304 -7.7734 -8.6996
H -2.5508 -5.3448 -9.5149
H -0.9063 -5.4895 -8.8526
C -3.6146 -0.4914 -1.4873
C -3.3655 0.9350 -1.9293
O -3.7422 1.7337 -0.7991
S -3.4259 0.9270 0.5497
O -2.1690 1.3597 1.0515
O -4.5971 0.9051 1.3471
O -3.2201 -0.5213 -0.1101
H -4.6747 -0.7475 -1.5446
H -3.0374 -1.2107 -2.0631
H -3.9498 1.2096 -2.8035
H -2.3059 1.1106 -2.1305
C -7.1286 2.3105 3.8964
C -7.5261 3.6238 3.2602
O -8.6788 3.3020 2.4609
S -9.5054 2.1246 3.1727
O -10.5716 2.6994 3.9139
O -9.7163 1.0894 2.2263
O -8.3689 1.6593 4.2101
H -6.5798 1.6786 3.1941
H -6.5363 2.4504 4.7943
H -6.7377 4.0446 2.6441
H -7.8276 4.3521 4.0063
C -6.5754 5.0981 8.3449
C -6.7275 6.4440 7.6676
O -5.6363 6.5133 6.7446
S -5.3089 5.0435 6.2048
O -5.9526 4.8616 4.9475
O -3.9258 4.7944 6.3872
O -6.1376 4.2145 7.3077
H -5.8043 5.1270 9.1179
H -7.5078 4.7431 8.7774
H -6.6841 7.2731 8.3698
H -7.6590 6.4983 7.0985
C -0.4620 -2.3414 3.8696
C -0.6036 -0.9922 3.1993
O 0.5034 -0.9155 2.2939
S 0.8439 -2.3899 1.7457
O 0.2244 -2.5554 0.4793
O 2.2225 -2.6372 1.9514
O -0.0057 -3.2187 2.8335
H 0.2952 -2.3175 4.6566
H -1.4018 -2.6986 4.2839
H -0.5746 -0.1697 3.9095
H -1.5241 -0.9340 2.6147
C 8.2508 -5.8008 -4.8664
C 7.6775 -6.4036 -3.6105
O 8.6617 -7.3484 -3.1714
S 10.1248 -6.8086 -3.5738
O 10.6989 -6.1651 -2.4475
O 10.7984 -7.8340 -4.2841
O 9.6553 -5.6715 -4.6146
H 8.1177 -6.4676 -5.7208
H 7.8164 -4.8308 -5.0943
H 6.7248 -6.8952 -3.7824
H 7.5612 -5.6496 -2.8284
C -0.6985 7.9074 7.3002
C -1.2184 9.2035 7.8857
O -2.1982 9.6562 6.9482
S -2.9161 8.3808 6.2681
O -4.1388 8.1261 6.9430
O -2.8487 8.5279 4.8611
O -1.8467 7.2724 6.7306
H 0.0212 8.0939 6.5000
H -0.2451 7.2656 8.0520
H -0.4364 9.9482 8.0112
H -1.7166 9.0349 8.8438
```